(1)
Molecular formula: C3H8O
Method: DFT, ωB97M-V/def2-TZVPD

Summary:
E_tot ... -5284.037 eV
LUMO level ... 1.1 eV
Total charge ... 0

Last column: Löwdin charge in e.
Atoms and positions in Å:
C1 -1.490 0.108 0.407  -0.158
C2 -0.856 -0.134 -0.786  -0.058
O1 1.263 -0.205 -0.484  -0.164
C3 1.675 -0.055 0.692  -0.290
H1 -1.986 -0.708 0.930  0.077
H2 -0.335 0.177 1.320  0.087
H3 -1.863 1.107 0.627  0.077
H4 -0.641 0.668 -1.481  0.083
H5 -0.756 -1.141 -1.173  0.083
H6 0.512 0.166 1.594  0.088
H7 2.008 -0.931 1.278  0.089
H8 2.133 0.902 1.001  0.088

Cartesian forces, eV/Å:
C -0.1 0.0 -0.3
C -0.2 0.0 0.1
O 0.1 0.0 0.2
C 0.0 0.0 0.0
H 0.1 0.1 -0.1
H 0.2 0.0 0.0
H 0.1 -0.1 0.0
H 0.0 -0.1 0.1
H 0.0 0.1 0.1
H 0.0 0.0 0.1
H -0.1 0.1 -0.1
H -0.1 -0.1 -0.1


(2)
Molecular formula: C3H8O
Method: DFT, ωB97M-V/def2-TZVPD

Summary:
E_tot ... -5286.814 eV
LUMO level ... 0.8 eV
SMILES ... C=CO.C
Total charge ... 0

Last column: Löwdin charge in e.
Atoms and positions in Å:
C1 -1.180 0.745 0.487  -0.004
C2 -1.554 1.661 -0.399  -0.320
O1 -2.325 1.464 -1.477  0.000
H1 -0.356 0.908 1.207  0.063
H2 -1.723 -0.187 0.507  0.051
H3 -1.240 2.662 -0.256  0.092
H4 -2.444 2.259 -2.041  0.120
C3 2.155 -1.902 0.375  -0.072
H5 2.782 -2.840 0.331  0.028
H6 2.688 -1.037 0.759  0.000
H7 1.400 -2.148 1.145  0.014
H8 1.797 -1.585 -0.635  0.026

Cartesian forces, eV/Å:
C -0.1 -0.3 0.1
C 0.9 0.3 0.6
O -1.1 -0.1 -1.0
H -1.0 0.2 -0.4
H 0.4 -0.5 -0.2
H 0.7 1.0 -0.2
H 0.3 -0.7 1.0
C 0.2 -0.8 0.0
H -0.3 1.3 -0.2
H 0.5 -0.2 0.1
H -0.2 0.3 -0.9
H -0.2 -0.7 1.0